11 unconnected molecules or ions with the total composition C38H94BN6O23 in a non-equilibrium geometry. Source: OMol25; level of theory: wB97M-V/def2-TZVPD.

Cartesian coordinates (Å):
O: -2.967 1.079 1.148
C: -1.880 0.988 0.676
O: -0.724 1.164 1.333
B: 0.399 0.891 0.456
O: -0.133 0.539 -0.910
C: -1.475 0.633 -0.818
O: -2.309 0.558 -1.648
O: 1.128 -0.222 0.921
C: 2.281 0.117 1.438
O: 3.001 -0.546 2.151
C: 2.461 1.651 1.145
O: 1.385 2.009 0.444
O: 3.341 2.319 1.436
C: -0.909 -2.099 3.136
C: -0.498 -3.239 2.167
O: -0.501 -2.973 0.776
O: -2.304 -1.696 2.900
H: -0.204 -1.248 3.039
H: -0.905 -2.564 4.154
H: -1.268 -4.067 2.291
H: 0.439 -3.567 2.609
H: -0.031 -2.173 0.624
H: -2.297 -1.525 1.914
C: -4.550 -0.241 4.915
C: -5.428 0.198 6.101
O: -5.052 1.492 6.644
O: -4.545 0.753 3.923
H: -5.065 -1.121 4.526
H: -3.546 -0.526 5.239
H: -5.364 -0.564 6.826
H: -6.479 0.233 5.860
H: -4.478 1.871 5.982
H: -3.781 0.731 3.366
C: 6.941 2.331 1.463
C: 6.604 1.780 0.084
O: 7.629 0.738 -0.072
O: 6.220 3.482 1.927
H: 8.007 2.690 1.432
H: 6.778 1.545 2.256
H: 6.656 2.613 -0.646
H: 5.573 1.465 0.173
H: 7.314 0.128 -0.736
H: 5.274 3.361 1.941
C: 3.492 -3.325 3.756
C: 3.026 -4.655 4.224
O: 1.796 -4.461 4.873
O: 3.310 -2.364 4.801
H: 3.132 -3.011 2.772
H: 4.568 -3.437 3.573
H: 3.745 -5.208 4.898
H: 2.858 -5.318 3.352
H: 1.877 -3.684 5.420
H: 3.373 -1.515 4.324
C: 10.472 -4.689 -2.396
O: 10.196 -3.795 -1.390
C: 9.722 -4.336 -0.153
C: 8.953 -3.253 0.661
N: 7.633 -3.141 0.039
C: 6.843 -2.105 0.839
C: 5.541 -1.829 0.145
O: 5.728 -1.226 -1.117
C: 4.835 -1.710 -2.050
H: 9.678 -5.454 -2.534
H: 11.364 -5.327 -2.263
H: 10.583 -4.171 -3.324
H: 10.624 -4.578 0.481
H: 9.157 -5.244 -0.343
H: 9.542 -2.296 0.552
H: 8.840 -3.634 1.647
H: 7.743 -2.769 -0.914
H: 7.436 -1.181 0.914
H: 6.653 -2.569 1.873
H: 4.849 -1.175 0.729
H: 5.093 -2.861 -0.010
H: 5.109 -2.730 -2.439
H: 4.809 -0.926 -2.839
H: 3.834 -1.701 -1.583
C: -7.390 -1.515 0.337
C: -6.494 -2.217 1.345
C: -5.126 -2.392 0.783
O: -5.271 -2.866 -0.548
C: -4.123 -3.531 -1.130
N: -6.471 -1.551 2.680
H: -8.338 -1.255 0.801
H: -7.546 -2.205 -0.495
H: -6.814 -0.700 -0.112
H: -6.864 -3.182 1.598
H: -4.461 -2.937 1.444
H: -4.598 -1.358 0.678
H: -4.453 -4.052 -2.021
H: -3.634 -4.315 -0.500
H: -3.270 -2.856 -1.373
H: -7.435 -1.430 2.930
H: -6.053 -0.611 2.666
C: -4.736 -0.540 -4.864
C: -5.681 0.231 -3.889
C: -7.121 -0.171 -4.162
O: -7.535 0.424 -5.385
C: -8.761 -0.037 -5.706
N: -5.369 -0.041 -2.496
H: -3.768 -0.098 -4.744
H: -5.076 -0.439 -5.891
H: -4.597 -1.569 -4.546
H: -5.555 1.341 -4.001
H: -7.756 0.137 -3.294
H: -7.097 -1.269 -4.266
H: -9.284 0.506 -6.528
H: -9.485 -0.001 -4.881
H: -8.702 -1.090 -6.056
H: -4.408 -0.019 -2.197
H: -5.810 -0.895 -2.211
C: -0.861 1.478 5.560
C: 0.201 2.353 5.012
C: 1.469 1.505 4.980
O: 2.522 2.315 4.442
C: 3.711 1.722 4.840
N: -0.131 2.948 3.727
H: -0.491 1.055 6.470
H: -1.228 0.749 4.829
H: -1.708 2.036 5.914
H: 0.308 3.132 5.758
H: 1.352 0.615 4.344
H: 1.778 1.160 5.968
H: 4.521 2.313 4.418
H: 3.761 0.702 4.484
H: 3.810 1.671 5.932
H: 0.664 3.503 3.433
H: -0.319 2.231 2.967
C: -0.259 -1.654 -3.755
C: -0.224 -0.653 -4.995
C: -0.197 0.723 -4.444
O: -0.110 1.616 -5.541
C: 0.112 2.954 -5.209
N: 0.936 -1.036 -5.829
H: 0.786 -1.808 -3.358
H: -0.750 -2.571 -4.046
H: -0.816 -1.185 -2.970
H: -1.136 -1.024 -5.568
H: 0.723 0.790 -3.853
H: -1.015 0.965 -3.756
H: 0.985 3.057 -4.593
H: -0.769 3.347 -4.704
H: 0.268 3.460 -6.173
H: 1.830 -0.721 -5.399
H: 0.828 -0.416 -6.684
C: -1.280 8.122 -3.884
C: -2.146 6.789 -4.032
C: -2.473 6.094 -2.655
O: -3.090 4.864 -2.951
C: -3.329 3.992 -1.837
N: -3.419 7.063 -4.662
H: -0.862 8.517 -4.798
H: -0.470 7.897 -3.167
H: -1.811 8.982 -3.509
H: -1.659 5.970 -4.622
H: -3.092 6.750 -2.091
H: -1.585 5.917 -2.086
H: -3.578 3.067 -2.294
H: -4.016 4.354 -1.059
H: -2.366 3.815 -1.333
H: -3.390 7.397 -5.606
H: -4.056 6.271 -4.688

As for the LUMO energy: 2.142 eV. As for the gap between HOMO and LUMO: 9.05 eV. Its net charge is -1.

Löwdin population analysis, charges in e, atoms 1 to 5: 0.17, -0.35, 0.19, -0.95, 0.21